{"formula": "C4H9N3", "method": "ωB97M-V/def2-TZVPD", "symbols": ["N", "C", "C", "N", "C", "N", "C", "H", "H", "H", "H", "H", "H", "H", "H", "H"], "coordinates": [[1.66, -0.46, 0.43], [0.28, -0.81, 0.48], [-0.60, 0.25, 1.20], [-0.62, 1.57, 0.65], [-0.46, 1.56, -0.65], [-0.53, 0.42, -1.39], [-0.25, -0.92, -0.96], [1.98, -0.80, 1.31], [1.70, 0.60, 0.42], [0.15, -1.72, 1.03], [-1.62, -0.11, 1.28], [-0.15, 0.32, 2.20], [-0.42, 2.55, -1.14], [-0.60, 0.57, -2.30], [0.63, -1.44, -1.48], [-1.16, -1.59, -1.09]], "homo_ev": -8.58, "smiles": "N[C@H]1CN=CNC1", "e_above_lowest_kcal_mol": 30.0, "e_lumo_ha": 0.0349, "largest_force_ev_per_a": 4.8, "total_charge": 0}


{"formula": "C4H9N3", "method": "ωB97M-V/def2-TZVPD", "symbols": ["C", "N", "C", "C", "N", "C", "N", "H", "H", "H", "H", "H", "H", "H", "H", "H"], "coordinates": [[-1.78, 0.38, -0.63], [-1.76, -0.53, 0.34], [-0.44, -0.85, 0.46], [0.17, -1.97, 0.85], [0.25, 0.29, -0.22], [0.56, 1.40, 0.69], [1.43, -0.08, -0.94], [-2.52, 1.18, -0.55], [-1.49, 0.22, -1.68], [1.25, -2.05, 0.85], [-0.42, -2.80, 1.20], [1.38, 1.13, 1.35], [0.85, 2.27, 0.10], [-0.34, 1.63, 1.26], [1.65, 0.69, -1.57], [1.20, -0.90, -1.49]], "homo_ev": -7.48, "smiles": "C=NC(=C)N(C)N", "e_above_lowest_kcal_mol": 103.1, "e_lumo_ha": 0.0259, "largest_force_ev_per_a": 2.1, "total_charge": 0}


{"formula": "C4H9N3", "method": "ωB97M-V/def2-TZVPD", "symbols": ["H", "N", "N", "N", "C", "C", "H", "H", "H", "H", "H", "H", "C", "C", "H", "H"], "coordinates": [[-2.35, 1.53, 0.10], [-1.32, 1.53, 0.13], [-0.78, 0.86, -0.73], [0.61, 0.24, -0.22], [1.16, 0.78, 1.00], [1.50, -0.06, -1.33], [2.22, 1.02, 0.90], [0.66, 1.72, 1.28], [1.00, 0.06, 1.81], [1.13, -0.98, -1.79], [2.53, -0.24, -1.02], [1.50, 0.74, -2.06], [-1.46, -1.66, 0.35], [-2.56, -2.11, 0.58], [-0.28, -1.05, 0.18], [-3.56, -2.39, 0.82]], "homo_ev": -9.36, "smiles": "[H]/N=N/N(C)C.C#C", "e_above_lowest_kcal_mol": 146.5, "e_lumo_ha": 0.0160, "largest_force_ev_per_a": 3.6, "total_charge": 0}


{"formula": "C4H9N3", "method": "ωB97M-V/def2-TZVPD", "symbols": ["H", "N", "C", "N", "N", "C", "C", "C", "H", "H", "H", "H", "H", "H", "H", "H"], "coordinates": [[-2.65, 1.65, 0.30], [-1.62, 1.39, 0.09], [-1.38, 0.16, -0.11], [-2.20, -0.92, -0.18], [-0.03, -0.01, -0.46], [0.97, 1.08, -0.18], [2.02, -0.03, -0.07], [0.88, -0.97, 0.16], [-1.72, -1.77, -0.18], [-3.14, -0.80, 0.02], [0.93, 1.63, 0.78], [0.97, 1.92, -0.88], [2.49, -0.37, -1.02], [2.92, 0.12, 0.60], [0.98, -2.03, -0.13], [0.58, -1.06, 1.26]], "homo_ev": -8.58, "smiles": "[H]/N=C(\\N)N1CCC1", "e_above_lowest_kcal_mol": 42.2, "e_lumo_ha": 0.0355, "largest_force_ev_per_a": 3.8, "total_charge": 0}


{"formula": "C4H9N3", "method": "ωB97M-V/def2-TZVPD", "symbols": ["C", "N", "C", "C", "N", "H", "H", "H", "H", "H", "H", "C", "N", "H", "H", "H"], "coordinates": [[0.51, 0.36, 0.23], [1.28, -0.17, 1.26], [0.70, -0.19, -1.12], [1.41, -1.26, -1.45], [0.07, 1.62, 0.29], [1.63, -1.11, 1.17], [1.15, 0.20, 2.19], [0.27, 2.07, 1.17], [0.12, 0.33, -1.87], [2.05, -1.80, -0.76], [1.38, -1.65, -2.46], [-2.37, -0.04, 0.30], [-2.52, 1.18, 0.20], [-1.27, 1.66, 0.16], [-3.15, -0.79, 0.40], [-1.25, -0.42, 0.29]], "homo_ev": [-7.79, -7.79], "e_above_lowest_kcal_mol": 74.9, "e_lumo_ha": [0.0077, 0.0077], "largest_force_ev_per_a": 2.8, "total_charge": 0}


{"formula": "C4H9N3", "method": "ωB97M-V/def2-TZVPD", "symbols": ["C", "N", "C", "N", "C", "N", "C", "H", "H", "H", "H", "H", "H", "H", "H", "H"], "coordinates": [[1.12, 1.44, 1.95], [0.55, 0.74, 1.10], [-0.89, 0.41, 0.86], [-0.47, -0.44, -0.21], [-1.14, -0.83, -1.28], [-0.62, -1.21, -2.38], [1.04, -0.19, 0.05], [2.12, 1.64, 2.01], [0.47, 2.08, 2.49], [-1.43, 1.37, 0.48], [-1.37, -0.05, 1.81], [-2.15, -0.89, -1.20], [-1.16, -1.63, -3.06], [0.33, -0.98, -2.62], [1.59, -1.04, 0.45], [1.65, 0.29, -0.69]], "homo_ev": -19.80, "smiles": "C=[N+]1CN(C=[NH2+])C1", "e_above_lowest_kcal_mol": 26.7, "e_lumo_ha": -0.3361, "largest_force_ev_per_a": 2.9, "total_charge": 2}


| no. | electronic energy (a.u.) |
| --- | --- |
| 1 | -322.0426 |
| 2 | -321.9260 |
| 3 | -321.8568 |
| 4 | -322.0230 |
| 5 | -321.9710 |
| 6 | -321.3579 |